{"formula": "C44H80N8O21", "method": "the ωB97M-V functional and the def2-TZVPD basis", "energy_ev": -101841.003, "homo_ha": -0.380, "total_charge": 0, "homo_lumo_gap_ev": 10.793, "e_lumo_ev": 0.44, "elements": ["C", "C", "O", "C", "O", "O", "C", "H", "H", "H", "H", "H", "H", "H", "H", "C", "C", "O", "C", "O", "O", "C", "H", "H", "H", "H", "H", "H", "H", "H", "C", "C", "O", "C", "O", "O", "C", "H", "H", "H", "H", "H", "H", "H", "H", "C", "C", "O", "C", "O", "O", "C", "H", "H", "H", "H", "H", "H", "H", "H", "C", "C", "O", "C", "O", "O", "C", "H", "H", "H", "H", "H", "H", "H", "H", "C", "C", "O", "C", "O", "O", "C", "H", "H", "H", "H", "H", "H", "H", "H", "C", "C", "O", "C", "O", "O", "C", "H", "H", "H", "H", "H", "H", "H", "H", "C", "C", "N", "H", "H", "H", "C", "C", "N", "H", "H", "H", "C", "C", "N", "H", "H", "H", "C", "C", "N", "H", "H", "H", "C", "C", "N", "H", "H", "H", "C", "C", "N", "H", "H", "H", "C", "C", "N", "H", "H", "H", "C", "C", "N", "H", "H", "H"], "positions_angstrom": [[0.354337, 4.265888, -3.582836], [-1.084524, 3.835697, -3.426312], [-1.564044, 4.660075, -2.342833], [-2.607647, 4.107961, -1.689775], [-3.140748, 3.065718, -1.971104], [-2.897405, 4.837100, -0.594339], [-4.180304, 4.553757, -0.126336], [0.835935, 3.700982, -4.318594], [0.730371, 4.271201, -2.562112], [0.424513, 5.340656, -3.926555], [-1.241067, 2.832239, -3.141934], [-1.826458, 3.904100, -4.282213], [-4.127477, 3.596107, 0.324827], [-4.934441, 4.602753, -0.914024], [-4.448932, 5.248702, 0.687243], [-0.050633, 8.027877, -2.517629], [-0.164004, 7.712812, -1.083229], [0.931833, 6.787211, -0.675521], [0.969448, 6.466710, 0.642587], [0.251031, 6.888129, 1.541642], [1.808823, 5.460411, 0.885228], [2.869084, 4.998365, -0.074512], [0.707873, 8.801507, -2.756063], [-0.998893, 8.347893, -2.909994], [0.177213, 7.064726, -3.107163], [-1.052042, 7.119328, -1.004232], [-0.305648, 8.563444, -0.461416], [3.684413, 5.722519, -0.100895], [2.481584, 4.794541, -1.077402], [3.179024, 4.119914, 0.514640], [-3.681802, 0.327035, 2.323937], [-4.500756, -0.033531, 1.041887], [-5.724428, -0.915128, 1.237101], [-6.807949, -0.325876, 1.804857], [-7.030204, 0.864953, 1.803367], [-7.553310, -1.285280, 2.281649], [-8.873876, -0.979141, 2.710530], [-3.226670, -0.529637, 2.807280], [-4.333116, 0.772198, 3.055156], [-2.910547, 1.015683, 2.025147], [-3.923950, -0.647117, 0.414081], [-4.903502, 0.864089, 0.550311], [-9.583123, -1.162147, 1.912324], [-8.818272, 0.043912, 2.993054], [-9.148640, -1.636412, 3.510666], [-6.321463, -4.005419, -0.456888], [-6.296312, -2.662424, -1.080314], [-4.899523, -2.293140, -1.374065], [-4.709300, -1.194705, -2.121831], [-5.549367, -0.571250, -2.704919], [-3.438575, -1.044071, -2.351285], [-3.039563, 0.084855, -3.140313], [-5.811129, -4.758131, -1.046392], [-7.399572, -4.336020, -0.335782], [-5.886531, -4.048037, 0.558486], [-6.784106, -1.963227, -0.429722], [-6.870611, -2.658351, -1.960648], [-3.674462, 0.989712, -2.916533], [-3.144119, -0.167302, -4.232122], [-1.980906, 0.344999, -2.986085], [6.543263, -0.280904, 1.002639], [5.490814, -1.199641, 1.637084], [5.199149, -2.192778, 0.522688], [4.658083, -3.424350, 0.728514], [4.504671, -4.153133, -0.205066], [4.150080, -3.620482, 1.947766], [3.373650, -4.827219, 2.087879], [6.594474, 0.616876, 1.657176], [6.238209, 0.014403, 0.020545], [7.481677, -0.825745, 0.969371], [4.541789, -0.793069, 1.983467], [5.817822, -1.795878, 2.436770], [2.937759, -4.718857, 3.056191], [3.930007, -5.774753, 1.969999], [2.531289, -4.862666, 1.418767], [-1.994802, -3.127730, 1.817472], [-2.035823, -4.563924, 1.262240], [-0.708937, -5.142308, 1.185184], [-0.637539, -6.381220, 0.676665], [0.392516, -6.866538, 0.281663], [-1.806178, -7.010820, 0.709945], [-1.842548, -8.384264, 0.200906], [-1.527053, -3.085769, 2.830743], [-3.041207, -2.771114, 1.949970], [-1.440962, -2.347853, 1.263918], [-2.432326, -4.564398, 0.287429], [-2.638908, -5.230282, 1.841242], [-2.836248, -8.687331, 0.503951], [-1.082221, -8.928120, 0.718845], [-1.689148, -8.473405, -0.905630], [-0.200085, 2.940671, 0.962304], [0.429004, 1.683187, 1.472583], [0.008655, 0.592682, 0.560406], [0.735698, -0.472881, 0.821744], [1.495460, -0.646750, 1.753987], [0.489064, -1.376547, -0.140781], [1.176275, -2.649998, -0.077641], [-1.289406, 2.958967, 0.951326], [0.060425, 3.139682, -0.063624], [0.094463, 3.787522, 1.618738], [0.102165, 1.447993, 2.447085], [1.512848, 1.872035, 1.357150], [1.368886, -3.061630, -1.087590], [0.490787, -3.321296, 0.375588], [2.100627, -2.618058, 0.511643], [1.822397, -0.276168, 5.325878], [3.297040, -0.357802, 5.142154], [4.421593, -0.428888, 5.001067], [1.599416, -0.056286, 6.362493], [1.453948, -1.263858, 5.023216], [1.469417, 0.606781, 4.760911], [4.355440, 2.838420, 4.640106], [3.867285, 2.716415, 3.266707], [3.518009, 2.636296, 2.173311], [5.330704, 3.269277, 4.638447], [4.444210, 1.849388, 5.013319], [3.587133, 3.389804, 5.239559], [-0.612102, -2.824558, -3.131291], [-1.197536, -4.056296, -2.696917], [-1.563778, -5.125260, -2.475205], [0.429416, -2.961374, -3.325396], [-0.685450, -2.173737, -2.253177], [-1.182297, -2.457823, -4.043563], [-0.027906, 5.189645, 4.204771], [0.701031, 4.014539, 4.304377], [1.324901, 3.091395, 4.468766], [-1.028643, 5.024250, 3.791618], [0.535001, 5.893611, 3.565729], [-0.208108, 5.713250, 5.124940], [3.640573, 0.452109, -1.024097], [2.432869, 1.002075, -1.608662], [1.463942, 1.477640, -1.915783], [4.484391, 1.208936, -1.104010], [3.888245, -0.447234, -1.548744], [3.599214, 0.291285, 0.069847], [5.614123, -2.514543, -2.798301], [4.315111, -2.292911, -3.393291], [3.267868, -1.970163, -3.747294], [5.647183, -1.972982, -1.852040], [6.418289, -2.289560, -3.457792], [5.539103, -3.552017, -2.483696], [2.401526, -5.515028, -2.262593], [2.132703, -5.139944, -3.619531], [1.759563, -4.830476, -4.651979], [1.486414, -5.488987, -1.711174], [3.245576, -4.948523, -1.840593], [2.761769, -6.551433, -2.387074], [3.772370, 0.960810, -5.287858], [4.904276, 1.209163, -4.384339], [5.850610, 1.237610, -3.739281], [2.848205, 1.183915, -4.808339], [3.769880, -0.058975, -5.627074], [3.903338, 1.636417, -6.101493]], "forces_ev_per_angstrom": [[-1.465, 2.287, 0.202], [-1.078, 0.953, -0.980], [-1.291, -0.254, 0.666], [1.044, -0.027, 0.432], [-0.162, 0.430, -0.209], [0.928, 0.829, -1.511], [-1.146, 0.499, 1.220], [1.137, -1.162, -0.621], [0.691, -0.482, -0.278], [-0.283, -1.133, 0.246], [0.576, -1.317, 0.559], [1.192, 0.585, 0.523], [-0.525, -1.176, 0.266], [0.115, -0.127, 0.087], [0.380, 0.030, -0.557], [1.690, -0.919, -1.977], [-0.129, -1.832, 0.144], [-0.445, 1.268, 0.878], [-0.964, -0.495, -0.012], [0.939, -0.036, -1.571], [0.906, 0.417, -0.748], [-0.836, -0.027, 1.538], [-0.333, -0.525, 0.085], [-0.497, 0.357, 0.014], [-0.147, 1.577, 0.952], [-0.606, -0.435, 0.474], [0.575, 0.609, 0.799], [-0.230, 0.107, -0.041], [-0.066, -0.030, 0.411], [0.133, 0.155, -0.970], [-1.412, -0.803, -0.849], [-1.677, 0.384, 1.350], [1.128, 1.098, 1.175], [1.450, 1.010, -1.147], [-0.039, -0.595, 0.312], [-0.383, -1.611, 0.139], [0.242, 0.111, -0.464], [0.112, -0.307, -0.200], [-0.229, 0.497, 0.277], [0.324, 0.353, -0.096], [0.732, -0.523, -1.032], [0.503, -0.264, 0.066], [-0.018, 0.232, -0.346], [-0.730, 0.867, 0.435], [0.222, -0.246, 0.579], [-0.818, -1.301, 1.157], [0.881, 0.313, 0.235], [-0.742, 0.244, 0.706], [-1.094, -1.278, -1.355], [-1.164, 0.627, 0.461], [2.473, 0.285, 0.691], [-0.734, 1.089, -1.261], [0.061, -0.093, -0.263], [1.138, 0.405, -0.224], [-0.094, 0.301, -0.430], [0.290, 0.618, 0.302], [-0.372, 0.002, -1.526], [0.710, -1.137, -0.201], [-0.116, 0.166, 1.006], [-0.431, -0.522, 0.493], [-0.916, -0.027, 1.978], [-0.600, -0.969, -2.067], [-0.021, -0.342, 1.081], [-0.637, 2.162, -0.042], [0.269, -0.916, -0.452], [0.575, -0.183, -0.299], [-0.033, -0.329, 0.026], [0.346, -0.468, -0.527], [-0.138, 0.192, -0.564], [0.169, 0.234, -0.063], [-0.009, 0.488, -0.449], [0.926, -0.512, 1.177], [0.025, -0.235, 0.827], [0.093, 0.752, 0.137], [-0.120, 0.196, -0.690], [0.086, 0.085, 1.164], [0.721, 1.114, 0.627], [-0.009, 0.005, -0.148], [0.427, -0.250, -0.136], [-0.040, 0.257, 0.170], [-0.271, -0.464, -0.609], [-0.084, 1.023, -0.412], [-0.383, -0.322, -0.551], [0.610, -0.291, -0.225], [-0.336, -0.732, -0.375], [-0.537, 0.085, -1.356], [-0.453, -0.040, 0.683], [-0.047, -0.342, -0.191], [0.404, -0.530, 0.212], [-0.163, 0.484, 1.025], [-0.913, 0.980, 0.589], [0.158, 0.872, -2.284], [0.673, 0.727, 1.182], [0.306, -1.305, -0.258], [-0.285, 0.172, -0.381], [0.514, -0.227, -0.396], [0.260, 0.133, -0.224], [-0.245, -0.382, 0.255], [0.551, 0.149, -0.350], [0.059, -0.472, -0.590], [0.038, -0.374, 1.183], [-0.517, -0.794, 0.548], [-0.018, 0.861, 0.363], [-0.421, -0.770, 0.602], [-0.292, 0.312, -0.235], [1.161, 0.301, -0.433], [-2.387, 0.156, 0.452], [1.647, -0.183, -0.260], [0.028, -0.259, 0.279], [-0.437, 0.581, -0.061], [-0.063, -0.798, -0.123], [-1.493, 0.550, -0.231], [0.129, 0.196, -0.326], [0.297, -0.099, 0.356], [0.570, 0.625, 0.097], [0.085, -0.823, 0.526], [0.947, -0.340, -0.509], [-1.230, 1.174, -0.109], [-0.012, -1.688, -0.440], [-0.122, 0.338, 0.411], [0.649, -0.138, -0.516], [-0.148, 0.574, -0.523], [0.869, -0.178, 1.265], [-1.299, 2.577, -1.195], [-0.399, 0.393, 0.560], [1.360, -2.577, 0.339], [0.306, -0.023, -0.298], [-0.533, -0.262, -0.048], [0.238, -0.125, 0.794], [1.474, 1.330, 0.628], [2.788, -1.152, 1.838], [-3.044, 1.531, -1.467], [-0.969, -0.912, -0.381], [0.349, -0.526, -0.129], [-0.648, -0.127, -0.578], [-1.099, -0.842, 0.915], [-0.632, 1.229, -0.177], [0.197, -0.298, -0.025], [0.218, 0.236, -0.190], [0.595, 0.064, -0.406], [0.782, -0.311, -0.048], [1.698, -0.989, -0.523], [-0.497, 0.554, 0.145], [-0.057, 0.173, -1.089], [-0.385, -0.028, 0.666], [-0.630, -0.036, 0.066], [-0.262, 0.157, 0.698], [0.822, 0.474, 0.492], [-0.383, -0.933, -0.343], [0.209, 0.306, 0.365], [-0.730, 0.085, 0.484], [0.078, -0.408, -0.046], [-0.082, 0.399, -0.865]], "lowdin_charge": [-0.0518, -0.1978, 0.0159, -0.5728, 0.1169, -0.0069, -0.0604, 0.0528, 0.0578, 0.0767, 0.0811, 0.1516, 0.0718, 0.1099, 0.1076, -0.0722, -0.1894, 0.0176, -0.5743, 0.0869, -0.0443, 0.0201, 0.0887, 0.0770, 0.0803, 0.1039, 0.1175, 0.0913, 0.0768, 0.0446, -0.0276, -0.1075, -0.0176, -0.6149, 0.1175, 0.0121, -0.0121, 0.0592, 0.0689, 0.0606, 0.0825, 0.1232, 0.0994, 0.0817, 0.0892, -0.0711, -0.2051, 0.0361, -0.6555, 0.1351, -0.0078, -0.0351, 0.0750, 0.1037, 0.0810, 0.0982, 0.1086, 0.0918, 0.1107, 0.0878, -0.0402, -0.1470, -0.0235, -0.5970, 0.1074, -0.0033, -0.0123, 0.0915, 0.0465, 0.0807, 0.0983, 0.0925, 0.0887, 0.1142, 0.0735, -0.0376, -0.1840, 0.0104, -0.6211, 0.1125, -0.0374, 0.0061, 0.0903, 0.0761, 0.0671, 0.0955, 0.1146, 0.0900, 0.0808, 0.1167, -0.0499, -0.1857, 0.0346, -0.6400, 0.0951, -0.0257, 0.0048, 0.0698, 0.0640, 0.0716, 0.0966, 0.0866, 0.0882, 0.0595, 0.0865, -0.0444, -0.2658, 0.1414, 0.0752, 0.0850, 0.0473, -0.0645, -0.2546, 0.1664, 0.0745, 0.0135, 0.0814, -0.0638, -0.2866, 0.1603, 0.0326, 0.0693, 0.1212, -0.0597, -0.2687, 0.1890, 0.1038, 0.0837, 0.0883, -0.0519, -0.2633, 0.1984, 0.1011, 0.0366, 0.0725, -0.0423, -0.2728, 0.1688, 0.0641, 0.0796, 0.0759, -0.0570, -0.3259, 0.1434, 0.0523, 0.0575, 0.1028, -0.0614, -0.2749, 0.1307, 0.0563, 0.0644, 0.0691]}